1.
One molecule with the formula C3H5N3S2 at a distorted geometry, computed with the ωB97M-V functional and the def2-TZVPD basis.

Summary:
- Relative energy (zero: lowest compared OMol25 entry of this formula, charge and spin): 299.9 kJ/mol
- Orbital gap: 8.47 eV
- Net charge: 0
- HOMO level: -8.044 eV
- LUMO energy: 0.43 eV

Last column: Löwdin charge in e.
CARTESIAN COORDINATES (ANGSTROEM)
C: -1.14473 -0.82423 1.29912  -0.447
C: -0.82626 -1.36033 0.04707  -0.072
C: -0.09365 -0.31544 -0.64140  -0.613
H: -2.40636 -0.87822 2.97824  0.136
H: -2.58519 -2.05563 1.54756  0.116
H: -1.15461 -2.28753 -0.34134  0.083
H: 0.11884 -1.61164 -2.76404  -0.119
H: 2.46482 0.64544 0.16182  -0.020
N: -1.98600 -1.44975 2.17503  0.075
N: 0.08060 0.78110 0.33836  -0.569
N: -0.81628 0.54278 1.37285  0.028
S: 0.69868 -0.47950 -2.25339  0.712
S: 1.48895 1.85879 0.18997  0.692

2.
One molecule with the formula C2H3F2OP at a distorted geometry, computed with the ωB97M-V functional and the def2-TZVPD basis.

Summary:
- ⟨S²⟩: 2.010
- Relative energy (zero: lowest compared OMol25 entry of this formula, charge and spin): 0.0 kJ/mol
- Orbital gap (spin up / spin down): 8.61 / 9.25 eV
- Net charge: 0
- 2S+1: 3
- HOMO level (spin up / spin down): -7.658 / -12.321 eV
- LUMO energy (spin up / spin down): 0.95 / -3.07 eV

Last column: Löwdin charge in e.
CARTESIAN COORDINATES (ANGSTROEM)
C: -0.42544 0.81479 0.29496  -0.039
C: 0.73440 -0.06068 -0.01144  -0.772
O: -1.15310 -1.90085 -0.63562  -0.486
F: 1.69313 0.57539 -0.66691  0.058
F: 1.32410 -0.52563 1.11764  0.029
P: 0.24419 -1.70306 -0.98327  0.879
H: -1.25202 0.01160 0.29713  0.075
H: -0.72742 1.44829 -0.69300  0.152
H: -0.43785 1.34015 1.28049  0.104

3.
One molecule with the formula C2H3ClN2 at a distorted geometry, computed with the ωB97M-V functional and the def2-TZVPD basis.

Summary:
- Relative energy (zero: lowest compared OMol25 entry of this formula, charge and spin): 430.6 kJ/mol
- Orbital gap: 9.67 eV
- Net charge: 0
- HOMO level: -8.877 eV
- LUMO energy: 0.80 eV

Last column: Löwdin charge in e.
CARTESIAN COORDINATES (ANGSTROEM)
C: -0.40004 -1.27528 -1.86164  0.135
C: 0.36197 0.77940 1.16200  -0.517
N: -0.17229 -0.84941 -0.75948  -0.131
N: 0.38507 -0.44824 0.30087  -0.070
Cl: -0.18686 2.08545 0.04131  0.497
H: -0.99296 -1.93308 -2.25838  -0.010
H: 1.37557 0.80837 1.44845  0.055
H: -0.37047 0.83278 1.92687  0.041

4.
A 3-piece molecular cluster, C15H19ClN2O11S2 overall at a distorted geometry, computed with the ωB97M-V functional and the def2-TZVPD basis.

Summary:
- Orbital gap: 9.30 eV
- Net charge: 0
- HOMO level: -9.297 eV
- LUMO energy: 0.00 eV

Last column: Löwdin charge in e.
CARTESIAN COORDINATES (ANGSTROEM)
N: 7.11056 2.10960 0.53049  0.015
C: 7.52751 0.69990 0.51356  -0.214
C: 7.59101 0.16370 -0.92150  -0.367
O: 8.65588 -0.78786 -1.04113  -0.038
C: 6.29143 -0.52097 -1.38053  -0.116
C: 5.02250 0.18443 -0.99328  -0.218
C: 4.80148 1.50740 -1.38470  -0.015
C: 3.64062 2.19948 -1.07119  0.025
C: 2.67425 1.52537 -0.34787  -0.095
C: 2.84357 0.21807 0.05857  -0.102
C: 4.01727 -0.46148 -0.25499  -0.497
Cl: 4.19206 -2.10463 0.27242  0.759
C: 1.62045 -0.19768 0.81485  -0.396
O: 1.46778 -1.19278 1.44385  0.127
N: 0.66139 0.86796 0.72267  0.166
C: 1.35751 1.99498 0.14279  -0.383
O: 0.92321 3.10173 0.14570  0.146
H: 7.68790 2.63095 -0.11602  0.068
H: 7.26950 2.49183 1.45371  0.070
H: 6.82609 0.09189 1.08324  0.119
H: 8.52970 0.58201 0.92294  0.112
H: 7.87584 0.95943 -1.60295  0.140
H: 8.43505 -1.53555 -0.47648  0.090
H: 6.31343 -1.52935 -0.99572  0.074
H: 6.31984 -0.58707 -2.46714  0.133
H: 5.56620 2.01504 -1.95075  0.118
H: 3.47722 3.22132 -1.37354  0.124
H: -0.00341 0.56935 0.00357  0.116
C: -4.49551 0.35392 -0.08295  -0.164
C: -4.33490 -1.13154 0.13247  -0.153
O: -3.68633 -1.59758 -1.06449  -0.181
S: -2.70502 -0.46368 -1.61378  0.602
O: -1.38314 -0.73214 -1.16422  -0.230
O: -2.98243 -0.25350 -2.98623  -0.211
O: -3.28018 0.74758 -0.74724  -0.181
H: -5.33704 0.57846 -0.74027  0.135
H: -4.60643 0.90068 0.84677  0.126
H: -5.28403 -1.64260 0.25681  0.116
H: -3.68641 -1.34539 0.98474  0.142
C: -9.80544 -0.95351 0.82858  -0.153
C: -8.98064 -2.22334 0.77147  -0.152
O: -7.66345 -1.79616 1.15469  -0.207
S: -7.77103 -0.61233 2.23082  0.602
O: -7.63257 -1.14838 3.53273  -0.201
O: -6.96559 0.46442 1.77443  -0.217
O: -9.30928 -0.26130 1.98452  -0.181
H: -9.64392 -0.32654 -0.05021  0.136
H: -10.86694 -1.14724 0.95179  0.137
H: -8.94601 -2.66063 -0.22193  0.138
H: -9.32955 -2.96625 1.49093  0.136